1) {"formula": "C23H28N2O5S", "method": "ωB97M-V/def2-TZVPD", "multiplicity": 1, "gap_ev": 8.506, "mol_weight_g_mol": 444.6, "smiles": "CCOc1ccc(OCC)c(NS(=O)(=O)c2ccc3c(c2)CCN3C(=O)C2CCC2)c1", "species": ["C", "C", "O", "C", "C", "C", "C", "O", "C", "C", "C", "N", "S", "O", "O", "C", "C", "C", "C", "C", "C", "C", "C", "N", "C", "O", "C", "C", "C", "C", "C", "H", "H", "H", "H", "H", "H", "H", "H", "H", "H", "H", "H", "H", "H", "H", "H", "H", "H", "H", "H", "H", "H", "H", "H", "H", "H", "H", "H"], "positions_angstrom": [[0.71842, -0.42912, 3.44604], [0.56646, -1.75063, 2.69907], [-0.64491, -2.41620, 3.00561], [-1.81884, -1.90806, 2.54681], [-2.98049, -2.47702, 3.07158], [-4.22247, -2.02653, 2.67413], [-4.33629, -0.99498, 1.75334], [-5.56133, -0.50137, 1.33535], [-6.26975, 0.23913, 2.32068], [-5.64064, 1.60126, 2.59860], [-3.17642, -0.44262, 1.20446], [-3.27323, 0.58621, 0.26507], [-2.37364, 1.98090, 0.56131], [-2.12832, 2.13097, 1.96776], [-3.05572, 3.03187, -0.13434], [-0.83628, 1.61156, -0.26177], [0.35573, 1.75714, 0.42025], [1.56096, 1.44518, -0.19180], [1.52585, 0.99498, -1.50354], [0.31257, 0.86343, -2.19051], [-0.87954, 1.16895, -1.57498], [0.56377, 0.35764, -3.57909], [2.09899, 0.29831, -3.66156], [2.58848, 0.62549, -2.32364], [3.90386, 0.58779, -1.94588], [4.26117, 0.86377, -0.82035], [4.87144, 0.14981, -3.02457], [6.34310, 0.11883, -2.58008], [6.44374, -1.35386, -3.00201], [4.93211, -1.37649, -3.27297], [-1.92794, -0.90263, 1.59371], [1.66652, 0.03067, 3.18124], [-0.09106, 0.25331, 3.19726], [0.69810, -0.60826, 4.51816], [0.66389, -1.59862, 1.61649], [1.34255, -2.45237, 3.01732], [-2.88439, -3.26845, 3.79697], [-5.11625, -2.46629, 3.09063], [-6.33334, -0.33935, 3.25106], [-7.27544, 0.35654, 1.90845], [-4.61456, 1.48794, 2.94498], [-6.21349, 2.11789, 3.36402], [-5.62887, 2.21243, 1.69840], [-4.23929, 0.79963, 0.04577], [0.32444, 2.11124, 1.43811], [2.49726, 1.54854, 0.32909], [-1.82908, 1.07252, -2.07528], [0.14140, 1.02558, -4.32973], [0.11405, -0.62703, -3.71809], [2.45008, -0.69213, -3.95603], [2.48129, 1.02946, -4.38135], [4.70477, 0.72678, -3.93492], [7.00191, 0.80803, -3.10237], [6.43821, 0.27554, -1.50776], [6.78600, -2.03724, -2.22897], [7.04156, -1.50773, -3.89772], [4.64502, -1.69864, -4.27257], [4.37048, -1.94967, -2.53706], [-1.06258, -0.44408, 1.14723]]}

***

2) {"formula": "C23H28N2O5S", "method": "ωB97M-V/def2-TZVPD", "multiplicity": 1, "gap_ev": 8.829, "mol_weight_g_mol": 444.6, "smiles": "COc1ccc(S(=O)(=O)Nc2ccccc2OC)cc1NC(=O)C[C@H]1C[C@@H]2CC[C@H]1C2", "species": ["C", "O", "C", "C", "C", "C", "S", "O", "O", "N", "C", "C", "C", "C", "C", "C", "O", "C", "C", "C", "N", "C", "O", "C", "C", "C", "C", "C", "C", "C", "C", "H", "H", "H", "H", "H", "H", "H", "H", "H", "H", "H", "H", "H", "H", "H", "H", "H", "H", "H", "H", "H", "H", "H", "H", "H", "H", "H", "H"], "positions_angstrom": [[-4.38638, 2.90950, 2.30307], [-3.20185, 2.18127, 2.07279], [-2.22721, 2.74803, 1.29653], [-2.33532, 3.97785, 0.66543], [-1.29176, 4.45274, -0.11753], [-0.14089, 3.70725, -0.22780], [1.17352, 4.25627, -1.29699], [1.08572, 5.67093, -1.51236], [2.41836, 3.72106, -0.82618], [0.70668, 3.52938, -2.76335], [0.78488, 2.11768, -2.70445], [-0.32406, 1.38696, -2.31754], [-0.23757, 0.01199, -2.16959], [0.96525, -0.62661, -2.39774], [2.07845, 0.09031, -2.80716], [1.99913, 1.46569, -2.97456], [3.00689, 2.27023, -3.40798], [4.30545, 1.73326, -3.48124], [0.00402, 2.48824, 0.40790], [-1.04622, 1.98297, 1.15775], [-1.02045, 0.73677, 1.77828], [-0.07899, -0.25042, 1.65952], [0.94210, -0.14136, 1.02416], [-0.45537, -1.50102, 2.43997], [0.31593, -2.71792, 1.92902], [0.10527, -3.97628, 2.79804], [-0.39245, -5.01895, 1.79210], [0.76393, -5.37322, 0.84965], [0.89352, -4.11628, -0.03502], [-0.17045, -3.17859, 0.54355], [-1.28322, -4.16716, 0.88964], [-4.17896, 3.86343, 2.79603], [-4.98939, 2.28632, 2.96176], [-4.93355, 3.08814, 1.37306], [-3.23021, 4.57025, 0.76488], [-1.35758, 5.39723, -0.63125], [1.32039, 3.90293, -3.47852], [-1.25038, 1.90896, -2.13410], [-1.10806, -0.55079, -1.86804], [1.04883, -1.69383, -2.26079], [3.00630, -0.43119, -2.98086], [4.61298, 1.31430, -2.51956], [4.37976, 0.96693, -4.26072], [4.95481, 2.56972, -3.73389], [0.92414, 1.93878, 0.30931], [-1.85014, 0.54351, 2.32316], [-0.20278, -1.32218, 3.48924], [-1.53164, -1.67057, 2.37438], [1.36922, -2.43497, 1.87961], [1.02024, -4.29351, 3.29624], [-0.65105, -3.79846, 3.56449], [-0.86029, -5.88593, 2.25722], [1.67853, -5.58689, 1.40102], [0.51910, -6.25239, 0.25304], [1.88675, -3.67282, 0.00971], [0.67359, -4.34781, -1.07787], [-0.43078, -2.35284, -0.11527], [-2.12233, -3.71881, 1.41866], [-1.65441, -4.70808, 0.02116]]}

***

Which is the most stable structure? 2) is the most stable.

***

1) {"formula": "C6H17N4O2S", "method": "ωB97M-V/def2-TZVPD", "multiplicity": 1, "gap_ev": 9.627, "charge": 1, "mol_weight_g_mol": 209.3, "smiles": "CCN(CC)/[NH+]=C(/N)NS(C)(=O)=O", "species": ["C", "C", "N", "C", "C", "N", "C", "N", "N", "S", "C", "O", "O", "H", "H", "H", "H", "H", "H", "H", "H", "H", "H", "H", "H", "H", "H", "H", "H", "H"], "positions_angstrom": [[1.12321, 0.97142, 2.42486], [-0.01934, 1.40160, 1.50980], [0.08280, 0.99531, 0.08647], [0.52976, 2.20657, -0.71591], [2.02385, 2.51323, -0.60980], [0.84383, -0.15124, -0.03581], [0.55339, -1.26688, -0.69727], [1.49209, -2.12643, -1.09425], [-0.65532, -1.64169, -1.04565], [-2.26084, -1.32832, -0.27590], [-3.34380, -2.53841, -0.86574], [-2.02573, -1.46150, 1.11154], [-2.74657, -0.10086, -0.74746], [1.13471, 1.47155, 3.40150], [1.04161, -0.12347, 2.77497], [2.10565, 1.00542, 1.93409], [0.00070, 2.44373, 1.41122], [-1.09662, 1.09547, 1.75622], [0.25742, 1.99382, -1.74723], [-0.15608, 2.90535, -0.45964], [2.62264, 1.69871, -1.01096], [2.28161, 3.44596, -1.20276], [2.22593, 2.57148, 0.52493], [1.74197, -0.12300, 0.41806], [1.23199, -3.03040, -1.50795], [2.40214, -2.17049, -0.62895], [-0.77566, -2.43362, -1.66544], [-3.82381, -3.18093, -0.08899], [-4.08730, -1.94661, -1.40795], [-2.70421, -3.09581, -1.54602]]}

***

2) {"formula": "C6H17N4O2S", "method": "ωB97M-V/def2-TZVPD", "multiplicity": 1, "gap_ev": 10.999, "charge": 1, "mol_weight_g_mol": 209.3, "smiles": "CCN/C(N)=[NH+]\\N(CC)S(C)(=O)=O", "species": ["C", "C", "N", "C", "N", "N", "N", "C", "C", "S", "C", "O", "O", "H", "H", "H", "H", "H", "H", "H", "H", "H", "H", "H", "H", "H", "H", "H", "H", "H"], "positions_angstrom": [[-1.59245, -3.05036, 0.04728], [-0.93640, -1.66476, -0.01477], [0.49117, -1.84525, 0.12357], [1.48092, -0.99788, 0.36494], [2.68341, -1.53163, 0.62351], [1.31217, 0.28724, 0.11158], [0.13219, 0.79136, -0.26243], [0.14599, 1.56936, -1.45852], [1.37340, 2.68826, -1.53185], [-0.43329, 1.53222, 1.15910], [-2.18935, 1.46981, 0.97164], [-0.07296, 0.59593, 2.18991], [0.20483, 2.85182, 1.21328], [-0.89051, -3.78136, -0.32034], [-1.78406, -3.38929, 1.12702], [-2.44402, -3.21979, -0.58738], [-1.36068, -1.09276, 0.83075], [-1.26102, -1.17814, -0.94433], [0.67511, -2.76711, 0.52320], [3.59673, -1.14242, 0.43129], [2.62048, -2.52281, 0.57464], [1.97438, 0.89642, 0.68192], [0.13264, 0.77546, -2.22378], [-0.89823, 2.01604, -1.55278], [2.21188, 2.15564, -1.94647], [1.07951, 3.43192, -2.34711], [1.60276, 2.94128, -0.59426], [-2.84343, 2.20520, 1.60017], [-2.47915, 1.49905, -0.08707], [-2.53201, 0.47653, 1.29729]]}

***

Which is the most stable structure? 2) is the most stable.

***

1) {"formula": "C2H4ClNS", "method": "ωB97M-V/def2-TZVPD", "multiplicity": 1, "gap_ev": 9.516, "mol_weight_g_mol": 109.6, "smiles": "CS/C=N/Cl", "species": ["C", "S", "C", "N", "Cl", "H", "H", "H", "H"], "positions_angstrom": [[-1.89548, -0.29237, 0.36386], [-0.42851, 0.70753, -0.39571], [1.29540, 0.36231, -0.56876], [1.99845, -0.48170, 0.07105], [3.66673, -0.10375, 0.06629], [-2.76031, 0.08101, -0.29299], [-1.61702, -1.37210, 0.36274], [-2.07176, -0.00840, 1.46247], [1.81249, 1.10748, -1.06896]]}

***

2) {"formula": "C2H4ClNS", "method": "ωB97M-V/def2-TZVPD", "multiplicity": 1, "gap_ev": 7.846, "mol_weight_g_mol": 109.6, "species": ["C", "C", "H", "H", "H", "H", "N", "S", "Cl"], "positions_angstrom": [[-0.26801, 0.59602, 0.13357], [-1.05527, -0.56958, 0.16458], [3.31489, 1.00240, -1.22966], [-0.67578, 1.51101, 0.33512], [-0.60149, -1.64809, -0.41545], [-1.33940, -1.03022, 1.41646], [1.02644, 0.66824, 0.06143], [2.41199, -0.42596, -0.16921], [-2.81338, -0.10381, -0.29682]]}

***

Which is the most stable structure? 1) is the most stable.

***

1) {"formula": "C3H14NO2", "method": "ωB97M-V/def2-TZVPD", "multiplicity": 1, "gap_ev": 10.679, "charge": 1, "mol_weight_g_mol": 96.1, "species": ["C", "C", "N", "C", "H", "H", "H", "H", "H", "H", "H", "H", "H", "H", "H", "H", "O", "H", "H", "O"], "positions_angstrom": [[1.99883, -0.34275, 0.58384], [0.93393, 0.69153, 0.38476], [0.19186, 0.92667, 1.66938], [-0.85701, 1.96920, 1.65214], [1.60919, -1.35969, 0.59037], [2.69769, -0.33972, -0.25036], [2.62176, -0.25199, 1.47401], [1.32665, 1.64872, 0.06064], [0.24885, 0.38563, -0.40286], [0.94378, 1.15120, 2.32231], [-0.19396, 0.04315, 1.99714], [-1.44650, 1.88828, 2.55014], [-1.47404, 1.79785, 0.77856], [-0.41599, 2.95281, 1.62387], [-0.20625, -2.19759, -5.13109], [-1.17680, -3.36547, -5.14374], [-0.45857, -2.98053, -4.62554], [-2.41521, -1.33165, 0.51275], [-2.11053, -0.61311, -0.78435], [-1.81768, -0.67252, 0.13805]]}

***

2) {"formula": "C3H14NO2", "method": "ωB97M-V/def2-TZVPD", "multiplicity": 1, "gap_ev": 12.282, "charge": 1, "mol_weight_g_mol": 96.1, "species": ["C", "C", "C", "N", "H", "H", "H", "H", "H", "H", "H", "H", "H", "H", "H", "H", "O", "H", "H", "O"], "positions_angstrom": [[0.60373, 0.62478, 0.49529], [-0.26066, 1.09837, -0.73950], [0.05914, 2.67643, -0.79727], [0.32353, -0.83343, 0.79916], [0.39199, 1.12218, 1.52701], [1.64005, 0.58883, 0.32133], [0.08372, 0.51651, -1.61087], [-1.27859, 0.75793, -0.54897], [1.10923, 3.00163, -0.72645], [-0.52822, 3.26102, -0.11887], [-0.27994, 3.02959, -1.86105], [0.54939, -1.52481, 0.04521], [-0.65905, -1.09225, 0.81629], [0.83946, -1.17679, 1.69552], [-2.73466, -0.83154, 2.34797], [-3.06607, -0.12645, 1.04259], [-2.28655, -0.52994, 1.50502], [1.84383, -3.29979, -1.43557], [2.13037, -1.99905, -2.13912], [1.69661, -2.31887, -1.34255]]}

***

3) {"formula": "C3H14NO2", "method": "ωB97M-V/def2-TZVPD", "multiplicity": 1, "gap_ev": 11.559, "charge": 1, "mol_weight_g_mol": 96.1, "species": ["C", "C", "N", "C", "H", "H", "H", "H", "H", "H", "H", "H", "H", "H", "H", "H", "O", "H", "H", "O"], "positions_angstrom": [[1.46666, 1.82436, 1.08336], [-0.06384, 1.59758, 0.60859], [0.09526, 0.16215, 0.08863], [-1.16224, -0.25598, -0.55963], [1.68901, 1.05346, 1.83260], [1.50442, 2.83561, 1.58351], [2.24351, 1.84417, 0.31357], [-0.51863, 2.20650, -0.13447], [-0.74092, 1.45827, 1.47509], [1.00877, 0.04236, -0.48680], [0.33964, -0.57898, 0.74465], [-1.31515, 0.40492, -1.47755], [-1.14564, -1.29974, -0.87936], [-2.13595, -0.15782, 0.04733], [-3.03409, -2.42677, -3.56993], [-3.37527, -3.12459, -2.34902], [-2.92742, -2.25061, -2.63029], [2.70940, -1.87489, 1.36208], [2.97195, -0.49335, 1.77041], [2.39054, -0.96667, 1.17723]]}

***

Which is the most stable structure? 1) is the most stable.

***

1) {"formula": "C7H11NO2S2", "method": "ωB97M-V/def2-TZVPD", "multiplicity": 1, "gap_ev": 8.947, "mol_weight_g_mol": 205.3, "smiles": "O=C(O)CSC(=S)N1CCCC1", "species": ["O", "C", "O", "C", "S", "C", "S", "N", "C", "C", "C", "C", "H", "H", "H", "H", "H", "H", "H", "H", "H", "H", "H"], "positions_angstrom": [[-2.46579, -1.49414, 2.12493], [-2.40494, -2.44785, 1.37633], [-2.83094, -3.68571, 1.76134], [-2.22297, -2.26026, -0.08270], [-1.68653, -0.60843, -0.55331], [0.02417, -0.62294, 0.09368], [0.61168, -1.91422, 0.95920], [0.66862, 0.52406, -0.12383], [0.16374, 1.61495, -0.97179], [1.41480, 2.31016, -1.43120], [2.26872, 2.19777, -0.11136], [2.00752, 0.71694, 0.20897], [-2.85985, -3.60268, 2.76342], [-1.56000, -3.01395, -0.53161], [-3.13057, -2.39863, -0.60681], [-0.49745, 1.14780, -1.70603], [-0.36506, 2.36043, -0.17669], [1.22124, 3.36651, -1.84569], [1.78750, 1.87702, -2.28034], [3.27800, 2.58731, -0.22623], [1.68173, 2.94094, 0.55963], [2.27707, 0.38490, 1.23493], [2.61931, 0.02002, -0.43487]]}

***

2) {"formula": "C7H11NO2S2", "method": "ωB97M-V/def2-TZVPD", "multiplicity": 1, "gap_ev": 6.970, "mol_weight_g_mol": 205.3, "species": ["C", "C", "C", "C", "C", "C", "C", "H", "H", "H", "H", "H", "H", "H", "H", "H", "H", "H", "N", "O", "O", "S", "S"], "positions_angstrom": [[-0.39838, 0.44353, 2.07816], [0.11968, 0.76875, 0.80514], [1.60003, 0.17706, 0.63353], [1.79512, -0.13576, -0.83290], [0.84509, -1.08600, -1.42885], [-0.34946, -1.18697, -0.44667], [-1.79686, 0.73119, -0.64864], [-1.59517, -0.40484, 3.01333], [0.01739, 1.93551, 0.62021], [1.70444, -0.81957, 1.03764], [2.55316, 0.74262, 1.05465], [2.84032, -0.59869, -0.87401], [2.02561, 0.84040, -1.26524], [1.34393, -2.10391, -1.85499], [0.46411, -0.61378, -2.46945], [-1.35423, -1.81850, -0.58117], [0.14332, -1.67234, 0.55725], [-3.29374, 1.43183, -2.49493], [-0.68881, 0.20651, -0.25321], [-1.37662, -0.44295, 2.12205], [-0.02420, 1.11989, 3.03794], [-2.76261, 0.02174, -1.61123], [-1.81210, 2.46427, -0.19859]]}

***

Which is the most stable structure? 1) is the most stable.